{"formula": "C35H91Cl9N8O8", "method": "ωB97M-V/def2-TZVPD", "lumo_ev": 0.255, "total_charge": 0, "gap_ha": 0.3252, "fmax_ev_per_a": 2.997, "elements": ["Cl", "Cl", "Cl", "Cl", "Cl", "Cl", "Cl", "Cl", "Cl", "O", "O", "O", "O", "O", "O", "O", "O", "N", "N", "N", "N", "N", "N", "N", "N", "C", "C", "C", "C", "C", "C", "C", "C", "C", "C", "C", "C", "C", "C", "C", "C", "C", "C", "C", "C", "C", "C", "C", "C", "C", "C", "C", "C", "C", "C", "C", "C", "C", "C", "C", "H", "H", "H", "H", "H", "H", "H", "H", "H", "H", "H", "H", "H", "H", "H", "H", "H", "H", "H", "H", "H", "H", "H", "H", "H", "H", "H", "H", "H", "H", "H", "H", "H", "H", "H", "H", "H", "H", "H", "H", "H", "H", "H", "H", "H", "H", "H", "H", "H", "H", "H", "H", "H", "H", "H", "H", "H", "H", "H", "H", "H", "H", "H", "H", "H", "H", "H", "H", "H", "H", "H", "H", "H", "H", "H", "H", "H", "H", "H", "H", "H", "H", "H", "H", "H", "H", "H", "H", "H", "H", "H"], "positions_angstrom": [[19.8158, 10.9655, 13.6188], [18.8474, 11.5320, 6.4530], [18.2842, 13.5319, 8.4291], [15.9712, 12.2547, 6.9980], [20.7969, 13.0304, 15.3954], [20.6367, 17.1296, 7.7170], [21.9759, 14.5688, 8.4298], [21.4317, 13.0836, 12.4736], [22.0760, 16.6975, 10.2857], [12.3471, 15.8600, 9.7941], [20.5498, 9.8654, 9.0227], [19.7466, 17.5320, 14.1293], [13.2522, 8.1008, 12.7420], [17.4978, 12.0516, 18.2503], [14.2506, 12.8028, 11.2914], [9.1944, 8.2731, 14.8316], [9.5536, 15.2130, 13.5672], [11.3089, 9.9178, 13.5476], [15.3225, 12.5897, 15.2527], [16.0512, 14.5789, 12.5135], [14.1759, 9.8723, 14.8866], [15.0366, 16.8083, 9.7098], [11.6081, 12.5749, 15.2124], [18.8367, 7.5549, 9.4129], [18.1378, 16.8174, 10.8092], [16.5435, 12.7241, 16.0322], [21.4831, 10.6377, 9.7932], [8.3286, 15.3249, 12.8939], [21.1434, 12.1043, 13.9189], [16.8212, 14.2237, 16.1552], [15.0830, 9.1411, 14.0289], [13.5246, 8.1977, 11.3710], [15.6160, 12.4733, 11.3092], [15.3840, 15.9925, 7.4789], [18.8622, 17.5751, 11.8304], [19.2845, 16.7021, 13.0258], [11.2193, 13.8693, 14.7431], [17.8687, 18.5897, 12.3325], [18.5403, 11.2032, 17.8473], [16.8609, 8.9773, 9.3630], [16.4905, 13.7019, 11.4204], [20.2531, 16.7584, 15.1798], [9.1661, 7.0170, 15.4093], [12.4608, 14.4771, 13.9725], [17.6859, 12.8168, 6.9467], [14.3594, 16.4003, 8.4815], [11.5290, 14.9492, 10.4994], [9.4586, 8.3039, 13.4096], [16.3368, 12.0859, 17.4494], [17.9745, 13.4091, 11.6872], [19.1908, 9.9771, 9.4413], [13.4717, 11.6402, 11.1581], [13.3321, 15.2697, 8.9628], [9.9541, 9.6691, 13.0348], [21.0115, 15.9241, 9.0439], [18.2964, 8.8236, 8.9230], [9.9092, 10.0496, 11.5230], [16.3315, 8.8991, 14.9055], [14.4128, 7.8819, 13.4838], [9.8533, 13.8485, 13.9188], [11.0903, 14.4945, 15.6265], [15.0040, 15.2877, 6.7393], [9.1137, 13.3382, 14.5358], [20.0412, 15.9988, 12.6782], [18.1497, 13.0485, 12.7008], [16.9190, 18.2149, 12.7142], [13.8658, 9.1865, 15.5601], [8.0768, 16.3648, 12.6861], [12.1725, 14.2272, 11.0020], [20.3394, 17.3172, 16.1117], [10.0457, 11.1186, 11.3595], [18.6624, 14.2503, 11.6023], [10.6872, 9.4820, 11.0124], [13.7570, 11.2128, 10.1969], [11.0222, 14.4226, 9.6907], [12.4012, 11.8372, 11.1009], [15.4852, 15.9860, 10.0877], [19.6680, 15.8576, 15.3653], [16.5145, 10.0051, 9.2541], [21.4784, 10.4396, 10.8651], [21.2316, 16.3627, 14.9075], [10.0065, 13.3186, 12.9787], [14.9164, 11.6671, 15.1890], [16.1558, 8.1474, 15.6751], [12.5862, 8.3653, 10.8425], [16.6850, 9.7621, 15.4697], [15.0468, 14.4736, 12.4981], [15.7269, 16.8633, 6.9201], [22.0334, 11.4998, 14.0937], [21.3151, 11.7058, 9.6551], [17.2715, 12.1423, 15.4669], [15.1579, 7.3179, 12.9227], [17.6904, 19.3646, 11.5870], [13.7794, 17.2042, 8.0282], [13.3312, 10.1069, 14.3850], [17.5935, 14.4299, 16.8962], [16.1992, 15.4132, 7.9124], [13.3573, 14.5570, 14.5874], [19.0458, 10.0311, 10.5203], [17.0739, 8.5016, 14.2135], [18.8472, 10.9400, 9.0634], [10.9202, 15.4929, 11.2218], [19.8372, 7.6681, 9.4923], [16.0806, 11.0285, 17.3834], [16.2297, 8.2851, 8.8057], [20.1358, 15.4870, 9.5237], [14.0809, 7.2138, 14.2786], [13.7718, 14.4706, 9.5595], [17.6394, 17.3920, 10.1446], [14.2969, 8.9424, 11.1784], [10.0336, 6.4823, 15.0224], [14.3718, 16.9286, 10.4606], [19.7478, 18.0944, 11.4642], [17.4776, 16.2687, 11.3413], [18.3193, 19.1105, 13.1773], [22.4665, 10.4665, 9.3554], [19.2759, 11.0683, 18.6403], [14.6227, 13.2435, 15.5735], [16.7444, 8.7828, 10.4292], [13.5211, 10.9267, 11.9806], [14.0555, 7.3665, 10.9071], [18.9697, 11.6722, 16.9620], [7.4888, 14.8641, 13.4140], [8.9978, 9.7451, 11.0085], [17.0411, 14.6713, 15.1860], [16.2971, 14.0208, 13.3186], [10.1409, 7.5085, 13.1099], [18.6024, 6.8944, 8.6856], [8.5211, 8.0884, 12.8970], [11.8597, 9.1755, 13.1405], [9.2834, 10.4170, 13.4578], [18.2635, 12.6421, 10.9686], [12.8142, 13.8070, 13.1888], [15.8430, 11.7728, 12.1129], [8.4437, 14.8574, 11.9160], [15.9528, 11.9773, 10.3989], [16.3381, 14.2292, 10.4787], [12.5423, 12.5175, 15.5919], [11.5596, 11.8546, 14.5060], [8.2864, 6.4549, 15.0958], [9.2256, 7.0580, 16.4969], [12.2641, 15.4347, 13.4905], [15.3324, 9.8008, 13.1978], [18.1738, 10.1972, 17.6432], [18.3728, 16.1744, 13.3059], [12.9366, 14.9121, 8.0121], [15.9240, 14.6604, 16.5938], [11.1452, 9.6572, 14.5096], [18.3732, 8.8400, 7.8359], [15.4565, 12.5788, 17.8619], [17.8562, 13.6051, 6.2134]], "forces_ev_per_angstrom": [[0.03, -0.07, 0.04], [-0.72, 0.15, -0.01], [-0.45, 0.02, 0.43], [1.24, 0.39, 0.09], [0.22, 0.05, -0.56], [0.02, -1.15, 1.21], [-0.32, -0.09, -0.41], [-0.01, 0.15, 0.43], [-0.86, -0.02, -0.32], [0.56, 1.32, -0.12], [0.04, -0.56, 0.89], [-0.61, -0.47, -1.14], [0.18, -0.35, -0.78], [-0.33, 1.36, 1.72], [-0.03, 0.19, 0.42], [0.45, 1.59, -0.73], [-0.11, -0.57, 1.11], [-1.32, -0.01, -0.05], [-0.08, 0.71, -0.46], [-0.15, -0.35, -0.41], [-0.84, 0.04, 0.15], [0.50, 0.83, 0.37], [-0.84, -1.50, 0.48], [-0.47, 0.25, 0.05], [1.66, -1.55, -0.06], [-0.92, -0.50, 0.62], [-0.30, 0.21, -0.93], [0.04, -0.08, -0.73], [-0.01, -0.40, 0.07], [0.28, -0.69, 0.42], [-0.01, 0.57, 0.95], [0.65, 0.33, -0.87], [1.12, -0.48, 0.04], [0.18, -1.02, -0.90], [-1.09, 0.77, 0.65], [-0.18, 0.73, -0.30], [1.14, 1.16, -1.10], [0.63, 1.80, 1.08], [-0.53, 0.23, -0.57], [-0.13, 0.46, 0.25], [0.27, 1.11, 0.71], [0.45, -0.78, -0.12], [0.42, -0.93, -0.63], [-0.88, -0.10, -0.51], [0.73, -0.12, -0.68], [-1.25, -1.40, 2.34], [1.00, -0.31, -1.08], [-1.22, -0.45, 0.51], [0.97, -0.97, -1.49], [-0.40, -0.67, -0.68], [-0.47, 0.39, -0.28], [-0.53, -0.10, -0.71], [0.24, 1.12, -1.15], [-0.30, 1.84, -1.32], [1.21, 0.52, -0.18], [1.33, 0.69, 0.22], [0.14, -1.29, 0.29], [-0.14, -0.95, -1.10], [1.10, -0.79, 0.83], [2.33, 0.97, 0.44], [-0.45, 0.20, -0.06], [-0.48, 0.10, -0.21], [-0.37, 0.26, -0.04], [0.30, -0.19, 0.33], [-0.36, -0.30, 0.05], [0.03, -0.49, -0.34], [-0.16, 0.08, 0.64], [0.28, 0.11, 0.36], [-0.08, -0.12, 0.36], [-0.13, 0.28, -0.26], [0.16, -0.10, 0.21], [-0.42, 0.27, -0.41], [0.30, 0.23, -0.20], [-0.05, -0.69, 0.01], [-0.99, -0.35, 0.49], [0.06, 0.71, -0.04], [0.67, -0.30, -0.34], [-0.51, 0.02, 0.11], [-0.17, 0.05, -0.50], [-0.14, -0.37, 0.00], [0.43, 0.08, 0.05], [-0.01, -0.47, -0.11], [0.09, -0.39, 0.24], [-0.25, -0.28, -0.08], [0.24, 0.24, -0.02], [-0.10, 0.28, -0.60], [-0.55, 0.55, 0.23], [0.38, -0.08, 0.24], [-0.16, 0.28, 0.02], [-0.35, 0.22, 0.04], [0.61, 0.30, 0.16], [0.00, -0.20, -0.37], [-0.24, -0.13, -0.19], [-0.21, 0.16, 0.46], [-0.24, 0.28, -0.26], [0.32, -0.03, -0.25], [0.28, 0.45, 0.29], [-0.31, 0.27, 0.52], [0.52, -0.19, 0.45], [0.58, 0.05, 0.40], [-0.43, -0.02, -0.05], [-0.13, -0.13, -0.29], [0.22, -0.37, -0.28], [-0.61, -0.23, -0.69], [-0.17, 0.12, 0.05], [-0.19, 0.75, -0.19], [0.27, 0.13, 0.51], [0.62, -0.18, -0.39], [-0.11, 0.21, 0.23], [-0.47, 0.87, -0.05], [0.22, -0.53, 0.28], [-0.64, 0.69, -0.12], [-0.02, -0.10, -0.36], [-0.57, -0.14, -0.25], [-0.04, 0.25, 0.13], [-0.02, -0.34, 0.19], [-0.09, 0.53, 0.08], [-0.09, 0.03, 0.04], [0.23, -0.33, 0.09], [0.66, 0.02, 0.16], [-0.48, -1.03, 0.45], [0.53, -0.59, -0.10], [0.00, -0.11, 0.22], [-0.28, 0.07, 0.30], [0.03, 0.14, 0.18], [-0.04, 0.15, 0.74], [0.44, -0.08, 0.16], [0.48, -0.55, 0.22], [-0.26, 0.00, -0.16], [0.45, -0.04, 0.20], [-0.11, -0.16, 0.62], [0.49, -0.17, 0.21], [-0.38, -0.30, -0.22], [-0.11, -0.09, 0.48], [-0.28, -0.30, -0.28], [-0.38, -0.32, -0.52], [0.36, 0.20, -0.19], [-0.01, 0.40, 0.08], [-0.07, -0.03, -0.35], [-0.28, -0.13, 0.13], [-0.11, 0.32, -0.12], [-0.05, 0.16, 0.19], [0.22, 0.01, -0.16], [-0.18, -0.22, -0.39], [0.00, -0.39, 0.44], [-0.71, -0.65, 0.04], [-0.20, 0.24, -0.23], [0.67, -0.01, 0.70], [-0.22, 0.22, -0.25], [0.48, 0.32, 0.83], [-0.79, -0.29, -0.10]]}



{"formula": "C27H42BIN3NiO2Si", "method": "ωB97M-V/def2-TZVPD", "lumo_ev": [2.062, 2.070], "multiplicity": 3, "total_charge": -1, "gap_ha": [0.2319, 0.2651], "fmax_ev_per_a": 0.933, "s_squared": 2.01, "elements": ["I", "Ni", "Si", "O", "O", "N", "N", "N", "C", "C", "C", "C", "C", "C", "C", "C", "C", "C", "C", "C", "C", "C", "C", "C", "C", "C", "C", "C", "C", "C", "C", "C", "C", "C", "C", "B", "H", "H", "H", "H", "H", "H", "H", "H", "H", "H", "H", "H", "H", "H", "H", "H", "H", "H", "H", "H", "H", "H", "H", "H", "H", "H", "H", "H", "H", "H", "H", "H", "H", "H", "H", "H", "H", "H", "H", "H", "H", "H"], "positions_angstrom": [[2.9559, -1.0060, 1.2543], [0.4466, -0.1627, 0.4761], [0.6027, 0.0295, -1.9299], [-2.1830, -1.3214, 5.9887], [-0.9463, -1.6312, 0.6469], [-0.0823, 1.7486, 0.8787], [0.3554, -0.2181, 2.6818], [-3.8530, -3.0273, 2.1391], [-1.2529, 0.8269, -4.1268], [-1.8542, -1.1949, 2.8122], [-2.8550, -2.8336, 1.3206], [-2.9643, -1.4146, 3.6730], [-0.6307, 2.6434, 1.3584], [2.6945, 0.2876, 2.8744], [1.0390, 2.8867, -2.2546], [-0.7340, -0.4239, 3.3084], [1.2072, 1.4769, 4.3005], [1.0909, -1.8845, -4.1889], [1.3954, 0.5140, 3.3161], [-2.7269, -3.7173, 0.1151], [2.2289, 1.5200, -3.9280], [2.8725, -1.6973, -2.5064], [1.3515, -1.6179, -2.6971], [3.7876, 0.9411, 3.4235], [0.7854, -2.8078, -1.9028], [2.9708, 1.5763, -1.5526], [-1.1791, 0.3089, -2.6802], [-1.9796, 1.2803, -1.7953], [2.2887, 2.1437, 4.8562], [3.5826, 1.8709, 4.4319], [-1.9780, -0.9994, -2.6143], [-3.0673, -0.7440, 5.0129], [-1.8268, -1.8314, 1.5561], [-3.9294, -2.2951, 3.2847], [1.7380, 1.5333, -2.4686], [-1.3609, 3.8415, 2.1042], [-2.8482, 0.3236, 4.9355], [-2.1110, 0.8863, -0.7850], [1.7779, 3.6916, -2.3931], [1.0309, -2.7418, -0.8379], [3.1740, -1.5588, -1.4641], [-0.8906, 1.8511, -4.2161], [1.5961, -2.8159, -4.4926], [-0.2996, -2.8862, -1.9582], [-2.6565, -3.1454, -0.8077], [0.2405, 3.0627, -2.9750], [2.9033, 0.6912, -4.1454], [2.1121, 2.9015, 5.6083], [2.6819, 1.7486, -0.5102], [-3.0193, -0.8052, -2.9146], [0.0318, -2.0134, -4.4106], [3.4251, -0.9709, -3.1005], [3.6241, 2.4106, -1.8540], [4.7830, 0.7409, 3.0495], [1.4723, -1.0867, -4.8290], [3.2203, -2.6978, -2.8079], [-2.3042, 0.8329, -4.4539], [-1.5153, 4.7429, 1.2968], [4.4257, 2.4006, 4.8581], [1.4087, 1.4764, -4.6449], [-1.5325, 2.2668, -1.7001], [-3.5866, -4.3829, 0.0741], [0.2032, 1.7522, 4.6009], [-1.8093, -4.3097, 0.1777], [1.2140, -3.7470, -2.2901], [-0.8233, -0.0617, 4.3348], [-0.6532, 4.1870, 3.0398], [-0.6974, 0.2126, -4.8363], [-2.9818, 1.4095, -2.2315], [-1.6689, -2.0056, 5.5505], [-1.5944, -1.7804, -3.2706], [-1.9856, -1.3849, -1.5936], [-4.0874, -0.8412, 5.3843], [0.6222, 2.9935, -1.2509], [-2.4343, 3.4133, 2.4973], [2.7891, 2.4469, -4.1312], [3.5672, 0.6631, -1.5858], [-4.7942, -2.4716, 3.9147]], "forces_ev_per_angstrom": [[0.67, -0.23, 0.28], [-0.66, 0.08, -0.28], [0.05, 0.01, -0.11], [-0.01, 0.13, -0.03], [-0.07, 0.09, -0.04], [-0.15, -0.08, -0.09], [0.77, 0.50, -0.20], [-0.08, 0.09, 0.24], [-0.03, 0.01, 0.06], [0.18, 0.25, 0.26], [0.15, 0.15, 0.06], [0.07, 0.05, -0.01], [0.01, 0.25, 0.30], [0.24, 0.00, 0.00], [-0.03, 0.05, 0.03], [-0.59, -0.26, 0.31], [-0.10, 0.19, 0.15], [0.01, 0.00, 0.00], [-0.25, -0.34, -0.22], [-0.02, -0.02, 0.06], [0.04, 0.05, 0.06], [0.11, -0.10, 0.03], [0.06, -0.20, -0.04], [-0.10, -0.04, -0.07], [-0.01, -0.15, 0.02], [0.12, 0.04, 0.03], [-0.24, -0.04, -0.06], [-0.09, 0.03, -0.01], [-0.01, -0.05, -0.04], [-0.07, 0.01, 0.02], [-0.08, -0.08, 0.00], [0.04, -0.09, 0.02], [0.13, -0.14, -0.21], [-0.05, -0.20, -0.24], [0.11, 0.17, -0.05], [-0.04, 0.05, -0.10], [0.02, 0.02, 0.02], [0.04, -0.01, -0.03], [-0.08, -0.07, 0.01], [0.01, 0.01, -0.07], [-0.05, 0.00, -0.07], [0.05, 0.01, 0.00], [-0.04, 0.09, 0.05], [0.03, 0.01, -0.01], [-0.03, 0.05, 0.00], [-0.05, -0.02, 0.00], [-0.03, -0.04, 0.03], [-0.01, 0.00, -0.01], [0.00, -0.01, -0.07], [0.08, -0.01, 0.05], [0.00, 0.04, 0.00], [-0.02, 0.03, -0.03], [-0.06, -0.08, 0.03], [-0.02, 0.00, 0.01], [0.00, 0.04, 0.02], [-0.03, 0.09, 0.03], [0.08, 0.00, 0.04], [0.02, -0.08, 0.12], [-0.03, -0.02, -0.01], [-0.07, -0.01, 0.01], [0.08, 0.06, -0.02], [0.01, -0.01, 0.00], [0.03, -0.02, -0.03], [-0.01, 0.04, 0.01], [-0.05, 0.09, 0.04], [-0.01, -0.06, -0.02], [-0.03, -0.08, -0.12], [0.05, -0.07, 0.02], [0.07, 0.01, 0.05], [-0.07, -0.06, -0.01], [0.00, 0.02, -0.03], [0.00, 0.01, -0.02], [-0.05, -0.03, 0.02], [0.04, -0.05, -0.04], [0.10, 0.01, -0.04], [-0.05, -0.09, 0.03], [-0.02, 0.04, 0.00], [-0.01, -0.03, -0.05]]}